a:
ORCA calculation (ωB97M-V/def2-TZVPD) on a single C2H6NO2P molecule.

Last column: natural (NBO) charge in e.
Element x y z (Å)
C1 -1.471 -0.370 0.857  -0.694
C2 -1.372 0.346 -0.457  0.683
O1 -2.385 0.556 -1.079  -0.569
N1 -0.118 0.801 -0.908  -1.055
P1 1.411 0.468 -0.794  1.651
O2 2.171 -0.969 -0.134  -0.991
H1 -0.403 -0.574 1.236  0.182
H2 -2.068 -1.257 0.874  0.242
H3 -1.959 0.411 1.512  0.245
H4 1.893 1.402 -0.082  -0.125
H5 2.267 0.450 -1.789  -0.072
H6 2.034 -1.264 0.764  0.502

The net charge is 0. Its SMILES is CC(=O)N=[PH2]O. The HOMO-LUMO gap is 0.3624 Ha. Its HOMO energy is -9.585 eV.



b:
ORCA calculation (ωB97M-V/def2-TZVPD) on a single C2H6NO2P molecule.

Last column: natural (NBO) charge in e.
Element x y z (Å)
C1 1.658 1.262 -0.037  -0.685
C2 0.763 0.083 0.126  0.194
O1 1.335 -1.265 -0.300  -0.595
P1 -1.052 -0.145 0.520  1.849
N1 -1.858 -1.310 -0.369  -1.149
O2 -1.676 1.153 0.547  -1.072
H1 1.386 2.063 0.450  0.230
H2 1.376 1.409 -1.148  0.270
H3 2.690 0.992 0.083  0.256
H4 -0.982 -0.915 1.685  -0.114
H5 -1.917 -1.035 -1.336  0.398
H6 -1.723 -2.293 -0.220  0.418

The net charge is 0. Its SMILES is CC(=O)[P@H](N)=O. The HOMO-LUMO gap (alpha / beta) is 0.3336 / 0.3337 Ha. Its HOMO energy (alpha / beta) is -9.984 / -9.986 eV.



Question: which arrangement is favored energetically? Ranking from most to least stable: a, b.



a:
ORCA calculation (ωB97M-V/def2-TZVPD) on 2 unconnected molecules or ions with the total composition C9H15NO.

Last column: natural (NBO) charge in e.
Element x y z (Å)
C1 1.288 0.693 2.234  -0.388
C2 1.677 -0.070 1.197  -0.183
C3 2.014 0.570 -0.106  -0.254
C4 1.681 2.114 -0.336  -0.421
C5 1.020 1.035 -1.164  -0.014
C6 1.408 0.960 -2.640  -0.581
C7 -0.516 0.836 -1.244  -0.546
C8 -1.056 -0.304 -1.479  0.707
O1 -1.597 -1.313 -1.800  -0.477
H1 1.285 1.793 2.231  0.204
H2 1.024 0.138 3.112  0.196
H3 1.572 -1.148 1.223  0.210
H4 2.949 0.168 -0.385  0.227
H5 2.296 2.735 -0.886  0.212
H6 1.002 2.704 0.265  0.217
H7 0.857 1.790 -3.209  0.212
H8 1.033 -0.019 -2.890  0.206
H9 2.448 1.024 -2.694  0.202
H10 -1.069 1.758 -1.243  0.273
C9 -3.313 -2.150 1.413  -0.405
N1 -1.936 -2.617 1.624  -0.814
H11 -3.775 -2.923 0.659  0.188
H12 -3.851 -2.128 2.294  0.182
H13 -3.361 -1.145 1.089  0.165
H14 -1.631 -2.605 0.673  0.346
H15 -1.446 -1.893 2.060  0.339

The net charge is 0. Its SMILES is C=C[C@@H]1C[C@]1(C)C=C=O.CN. The HOMO-LUMO gap is 0.3580 Ha. Its HOMO energy is -9.119 eV.



b:
ORCA calculation (ωB97M-V/def2-TZVPD) on a single C9H15NO molecule.

Last column: natural (NBO) charge in e.
Element x y z (Å)
C1 1.643 2.191 0.358  -0.409
N1 1.228 0.803 0.520  -0.440
C2 0.432 0.553 1.740  -0.218
C3 -0.625 -0.660 1.649  -0.430
C4 -1.478 -0.659 0.331  -0.200
C5 -1.077 -1.835 -0.670  -0.542
C6 -0.185 -1.484 -1.929  0.616
O1 -0.342 -2.054 -2.977  -0.529
C7 0.883 -0.370 -1.814  -0.507
C8 0.437 0.195 -0.478  -0.052
C9 -1.038 0.609 -0.416  -0.460
H1 2.088 2.349 -0.612  0.203
H2 2.365 2.549 1.071  0.205
H3 0.737 2.839 0.403  0.158
H4 1.067 0.372 2.624  0.202
H5 -0.118 1.453 1.991  0.164
H6 -1.160 -0.603 2.607  0.229
H7 0.054 -1.551 1.742  0.203
H8 -2.542 -0.660 0.571  0.211
H9 -0.534 -2.640 -0.173  0.229
H10 -2.022 -2.266 -0.948  0.243
H11 0.825 0.304 -2.680  0.230
H12 1.865 -0.883 -1.715  0.243
H13 0.356 -0.748 -0.020  0.222
H14 -1.537 0.717 -1.350  0.212
H15 -1.322 1.478 0.174  0.217

The net charge is 0. Its SMILES is CN1CC[C@@H]2CC(=O)C[C@@H]1C2. The HOMO-LUMO gap is 0.3439 Ha. Its HOMO energy is -8.443 eV.



Question: which arrangement is favored energetically? Ranking from most to least stable: b, a.



a:
ORCA calculation (ωB97M-V/def2-TZVPD) on a single C8H12 molecule.

Last column: natural (NBO) charge in e.
Element x y z (Å)
C1 1.766 -1.749 -0.014  -0.352
C2 0.632 -1.310 0.540  -0.226
C3 0.077 0.025 0.304  -0.088
C4 0.676 1.126 -0.185  -0.141
C5 2.139 1.413 0.021  -0.662
C6 -1.437 0.063 0.194  0.004
C7 -2.156 0.978 0.820  -0.395
C8 -2.106 -0.820 -0.824  -0.654
H1 2.324 -1.140 -0.711  0.189
H2 2.218 -2.712 0.180  0.198
H3 0.169 -1.994 1.242  0.211
H4 0.030 1.928 -0.508  0.210
H5 2.617 0.768 0.759  0.223
H6 2.283 2.400 0.486  0.218
H7 2.747 1.461 -0.881  0.216
H8 -1.775 1.672 1.557  0.203
H9 -3.217 1.006 0.607  0.190
H10 -2.032 -1.910 -0.831  0.226
H11 -1.774 -0.573 -1.847  0.217
H12 -3.180 -0.630 -0.908  0.214

The net charge is 0. Its SMILES is C=C/C(=C\C)C(=C)C. The HOMO-LUMO gap is 0.3520 Ha. Its HOMO energy is -8.656 eV.



b:
ORCA calculation (ωB97M-V/def2-TZVPD) on a single C8H12 molecule.

Last column: natural (NBO) charge in e.
Element x y z (Å)
C1 -0.091 2.115 0.024  -0.431
C2 -0.554 0.854 -0.075  0.059
C3 -1.975 0.375 -0.056  -0.491
C4 -1.808 -1.173 0.000  -0.167
C5 -0.532 -1.589 0.020  -0.199
C6 0.388 -0.332 0.010  -0.093
C7 1.419 -0.432 -1.259  -0.601
C8 1.306 -0.279 1.298  -0.602
H1 0.911 2.391 -0.274  0.202
H2 -0.858 2.884 0.032  0.193
H3 -2.541 0.728 0.804  0.227
H4 -2.404 0.744 -0.951  0.225
H5 -2.730 -1.732 0.025  0.205
H6 -0.071 -2.494 0.368  0.217
H7 0.809 -0.390 -2.164  0.212
H8 1.872 -1.429 -1.219  0.208
H9 2.143 0.413 -1.232  0.207
H10 1.959 -1.149 1.334  0.203
H11 1.921 0.561 1.039  0.206
H12 0.837 -0.065 2.275  0.218

The net charge is 0. Its SMILES is C=C1CC=CC1(C)C. The HOMO-LUMO gap is 0.3613 Ha. Its HOMO energy is -8.830 eV.



c:
ORCA calculation (ωB97M-V/def2-TZVPD) on a single C8H12 molecule.

Last column: natural (NBO) charge in e.
Element x y z (Å)
C1 1.401 1.452 -0.694  -0.374
C2 2.071 0.436 0.292  -0.375
C3 0.600 0.034 0.690  -0.217
C4 -0.491 -1.031 0.935  -0.204
C5 -0.954 -1.481 -0.480  -0.395
C6 -1.271 -0.010 -0.708  -0.216
C7 -1.697 0.074 0.751  -0.381
C8 0.236 0.469 -0.741  -0.216
H1 1.167 2.444 -0.200  0.195
H2 1.897 1.624 -1.616  0.202
H3 2.702 0.879 1.039  0.206
H4 2.545 -0.318 -0.307  0.196
H5 0.371 0.917 1.333  0.172
H6 -0.466 -1.817 1.691  0.217
H7 -1.861 -2.104 -0.517  0.210
H8 -0.198 -1.970 -1.122  0.198
H9 -1.956 0.342 -1.427  0.209
H10 -2.729 -0.334 0.819  0.206
H11 -1.648 1.021 1.295  0.203
H12 0.810 -0.337 -1.257  0.164

The net charge is 0. Its SMILES is C1C[C@@H]2[C@H]3C[C@H](C3)[C@@H]12. The HOMO-LUMO gap is 0.3918 Ha. Its HOMO energy is -9.457 eV.



d:
ORCA calculation (ωB97M-V/def2-TZVPD) on 2 unconnected molecules or ions with the total composition C8H12.

Last column: natural (NBO) charge in e.
Element x y z (Å)
C1 1.700 0.657 1.563  -0.214
C2 1.044 0.215 0.606  -0.061
C3 -0.073 0.468 -0.303  -0.046
C4 -0.015 1.576 -1.099  -0.384
C5 -1.402 -0.104 0.176  -0.421
C6 -1.919 0.604 1.427  -0.598
H1 2.526 0.606 2.232  0.229
H2 -0.761 1.745 -1.864  0.196
H3 0.864 2.201 -1.118  0.206
H4 -2.128 -0.022 -0.637  0.210
H5 -1.272 -1.167 0.395  0.203
H6 -2.827 0.121 1.788  0.209
H7 -1.177 0.569 2.225  0.218
H8 -2.142 1.650 1.216  0.209
C7 0.793 -1.274 -1.571  -0.367
C8 1.631 -1.518 -0.478  -0.421
H9 -0.098 -1.866 -1.733  0.204
H10 1.196 -0.794 -2.450  0.202
H11 1.365 -2.318 0.201  0.210
H12 2.695 -1.350 -0.574  0.215

The net charge is 0. Its SMILES is C#CC(=C)CC.C=C. The HOMO-LUMO gap (alpha / beta) is 0.3087 / 0.3087 Ha. Its HOMO energy (alpha / beta) is -7.947 / -7.948 eV.



Question: which arrangement is favored energetically? Ranking from most to least stable: b, a, c, d.



a:
ORCA calculation (ωB97M-V/def2-TZVPD) on a single C7H11N molecule.

Last column: natural (NBO) charge in e.
Element x y z (Å)
C1 1.158 1.190 0.623  -0.200
C2 0.768 0.104 -0.115  0.021
C3 1.081 -0.285 -1.460  -0.462
C4 -0.097 -1.324 -1.763  -0.392
C5 -1.290 -0.981 -0.751  -0.429
C6 -0.520 -0.542 0.492  -0.089
N1 -0.998 0.565 1.280  -0.640
C7 0.121 1.396 1.710  -0.242
H1 2.025 1.808 0.611  0.212
H2 0.766 0.566 -2.057  0.227
H3 2.244 -0.575 -1.598  0.230
H4 0.262 -2.356 -1.507  0.197
H5 -0.395 -1.499 -2.876  0.216
H6 -1.906 -0.082 -0.932  0.222
H7 -1.974 -1.878 -0.858  0.220
H8 -0.167 -1.292 1.213  0.179
H9 -1.731 0.531 1.972  0.378
H10 0.705 1.071 2.603  0.151
H11 -0.175 2.389 2.044  0.200

The net charge is 0. Its SMILES is C1=C2CCC[C@@H]2NC1. The HOMO-LUMO gap is 0.3385 Ha. Its HOMO energy is -8.014 eV.



b:
ORCA calculation (ωB97M-V/def2-TZVPD) on a single C7H11N molecule.

Last column: natural (NBO) charge in e.
Element x y z (Å)
C1 -1.506 0.631 0.398  -0.403
C2 -0.933 -0.057 1.701  -0.402
C3 0.629 -0.314 1.424  -0.220
C4 1.309 -0.584 0.155  -0.052
N1 1.280 -1.023 -1.386  -0.633
C5 0.173 -0.299 -2.011  -0.249
C6 -0.602 -0.059 -0.622  -0.231
C7 0.670 0.535 0.162  -0.249
H1 -2.529 0.377 0.334  0.196
H2 -1.575 1.736 0.341  0.206
H3 -1.725 -0.876 1.932  0.206
H4 -1.266 0.651 2.584  0.226
H5 1.134 0.155 2.215  0.227
H6 2.392 -0.419 0.359  0.185
H7 2.190 -0.490 -1.792  0.362
H8 -0.206 -1.042 -2.799  0.221
H9 0.181 0.782 -2.400  0.186
H10 -0.643 -1.158 -0.496  0.208
H11 1.027 1.455 -0.097  0.215

The net charge is 0. Its SMILES is C1C[C@H]2[C@H]3NC[C@H]1[C@@H]23. The HOMO-LUMO gap is 0.3509 Ha. Its HOMO energy is -8.565 eV.



Question: which arrangement is favored energetically? Ranking from most to least stable: a, b.



a:
ORCA calculation (ωB97M-V/def2-TZVPD) on 2 unconnected molecules or ions with the total composition FHOS.

Last column: natural (NBO) charge in e.
Element x y z (Å)
O1 -0.919 0.024 0.283  -0.581
S1 0.032 0.319 1.403  0.554
F1 0.223 -0.165 -1.251  -0.502
H1 0.665 -0.178 -0.434  0.529

The net charge is 0. Its SMILES is O=S.F. The HOMO-LUMO gap is 0.2392 Ha. Its HOMO energy is -9.176 eV.



b:
ORCA calculation (ωB97M-V/def2-TZVPD) on 2 unconnected molecules or ions with the total composition FHOS.

Last column: natural (NBO) charge in e.
Element x y z (Å)
O1 -0.546 0.433 0.631  -0.427
F1 -1.623 -0.933 -0.219  -0.394
S1 0.620 0.750 -0.341  0.745
H1 1.549 -0.250 -0.071  0.077

The net charge is 0. The HOMO-LUMO gap (alpha / beta) is 0.2859 / 0.2859 Ha. Its HOMO energy (alpha / beta) is -10.904 / -10.907 eV.



Question: which arrangement is favored energetically? Ranking from most to least stable: a, b.



a:
ORCA calculation (ωB97M-V/def2-TZVPD) on 4 unconnected molecules or ions with the total composition C2H8NO2P.

Last column: natural (NBO) charge in e.
Element x y z (Å)
C1 -0.933 0.417 1.445  -0.751
C2 -1.239 -0.544 0.339  0.456
N1 2.326 -0.161 -0.761  -1.225
O1 2.633 0.418 1.626  -1.061
O2 -0.423 -0.976 -0.431  -0.553
P1 3.417 0.431 0.394  1.425
H1 -1.848 0.499 2.167  0.225
H2 0.026 0.139 2.012  0.282
H3 -0.785 1.409 0.985  0.254
H4 -2.462 -0.383 -2.515  -0.008
H5 -2.296 -0.837 0.104  0.115
H6 1.343 -0.380 -0.463  0.432
H7 2.256 -0.029 -1.767  0.402
H8 -2.014 -0.003 -3.134  0.008

The net charge is 0. The HOMO-LUMO gap is 0.3795 Ha. Its HOMO energy is -9.774 eV.



b:
ORCA calculation (ωB97M-V/def2-TZVPD) on 2 unconnected molecules or ions with the total composition C2H8NO2P.

Last column: natural (NBO) charge in e.
Element x y z (Å)
C1 2.152 -0.864 -1.176  -0.233
C2 -1.036 2.039 0.085  -0.256
N1 -1.557 -1.468 1.406  -1.166
O1 1.498 -1.058 -0.010  -0.771
O2 -1.261 0.837 0.787  -0.808
P1 -1.260 -0.593 0.048  1.410
H1 1.637 -1.330 -2.037  0.128
H2 3.148 -1.340 -1.117  0.154
H3 2.317 0.207 -1.414  0.115
H4 -1.719 2.138 -0.758  0.182
H5 -0.008 2.082 -0.275  0.203
H6 -1.206 2.849 0.794  0.203
H7 -1.299 -1.037 2.286  0.420
H8 -1.406 -2.463 1.380  0.419

The net charge is 0. The HOMO-LUMO gap (alpha / beta) is 0.2372 / 0.2815 Ha. Its HOMO energy (alpha / beta) is -6.962 / -7.921 eV.



Question: which arrangement is favored energetically? Ranking from most to least stable: a, b.